Record 1
A 14-piece molecular cluster, C42H112O14 overall at a distorted geometry. Source: OMol25; level of theory: ωB97M-V with the def2-TZVPD basis set.

Each atom is followed by the atoms it is bonded to, with distances in Å.
CARTESIAN COORDINATES (ANGSTROEM)
1 C -1.64 4.43 -2.59  C2 1.537, H5 1.090, H6 1.090, H7 1.090
2 C -0.56 3.39 -2.26  C1 1.537, C3 1.495, O4 1.431, H8 1.090
3 C -0.20 2.59 -3.47  C2 1.495, H9 1.090, H10 1.090, H11 1.090
4 O 0.58 4.13 -1.81  C2 1.431, H12 0.960
5 H -2.55 3.94 -2.92  C1 1.090
6 H -1.35 5.14 -3.36  C1 1.090
7 H -1.86 4.93 -1.64  C1 1.090
8 H -0.94 2.75 -1.46  C2 1.090
9 H 0.11 3.32 -4.22  C3 1.090
10 H -1.03 2.05 -3.94  C3 1.090
11 H 0.68 1.98 -3.26  C3 1.090
12 H 0.28 4.40 -0.94  O4 0.960
13 C -5.01 -0.63 0.10  C14 1.539, H17 1.090, H18 1.090, H19 1.090
14 C -4.71 -0.75 1.60  C13 1.539, C15 1.532, O16 1.436, H20 1.090
15 C -5.94 -0.58 2.51  C14 1.532, H21 1.090, H22 1.090, H23 1.090
16 O -4.27 -2.11 1.77  C14 1.436, H24 0.960
17 H -4.12 -0.63 -0.52  C13 1.090
18 H -5.50 0.30 -0.22  C13 1.090
19 H -5.62 -1.45 -0.28  C13 1.090
20 H -3.81 -0.20 1.87  C14 1.090
21 H -6.29 0.45 2.59  C15 1.090
22 H -5.63 -0.88 3.52  C15 1.090
23 H -6.74 -1.23 2.16  C15 1.090
24 H -3.35 -2.10 1.48  O16 0.960
25 C 5.70 -4.60 -0.86  C26 1.471, H29 1.090, H30 1.090, H31 1.090
26 C 5.65 -3.37 -0.05  C25 1.471, C27 1.497, O28 1.438, H32 1.090
27 C 4.28 -2.97 0.39  C26 1.497, H33 1.090, H34 1.090, H35 1.090
28 O 6.53 -3.64 1.05  C26 1.438, H36 0.960
29 H 6.75 -4.90 -0.80  C25 1.090
30 H 5.44 -4.54 -1.92  C25 1.090
31 H 5.17 -5.44 -0.42  C25 1.090
32 H 6.02 -2.52 -0.62  C26 1.090
33 H 3.90 -3.87 0.87  C27 1.090
34 H 3.71 -2.74 -0.51  C27 1.090
35 H 4.16 -2.10 1.05  C27 1.090
36 H 7.44 -3.62 0.73  O28 0.960
37 C 1.94 3.75 1.74  C38 1.541, H41 1.090, H42 1.090, H43 1.090
38 C 0.79 4.71 2.09  C37 1.541, C39 1.538, O40 1.455, H44 1.090
39 C 1.08 6.22 1.99  C38 1.538, H45 1.090, H46 1.090, H47 1.090
40 O -0.17 4.57 1.01  C38 1.455, H48 0.960
41 H 2.35 4.07 0.78  C37 1.090
42 H 1.56 2.73 1.62  C37 1.090
43 H 2.74 3.68 2.47  C37 1.090
44 H 0.31 4.47 3.03  C38 1.090
45 H 0.16 6.74 2.26  C39 1.090
46 H 1.36 6.56 0.99  C39 1.090
47 H 1.90 6.57 2.61  C39 1.090
48 H -0.97 5.06 1.22  O40 0.960
49 C -0.70 0.76 0.39  C50 1.517, H53 1.090, H54 1.090, H55 1.090
50 C -0.11 -0.19 -0.63  C49 1.517, C51 1.573, O52 1.427, H56 1.090
51 C 1.28 -0.77 -0.18  C50 1.573, H57 1.090, H58 1.090, H59 1.090
52 O -1.00 -1.31 -0.61  C50 1.427, H60 0.960
53 H -0.55 0.47 1.43  C49 1.090
54 H -1.76 0.99 0.25  C49 1.090
55 H -0.24 1.75 0.39  C49 1.090
56 H -0.06 0.23 -1.63  C50 1.090
57 H 1.44 -1.66 -0.79  C51 1.090
58 H 1.22 -1.09 0.87  C51 1.090
59 H 1.97 0.03 -0.43  C51 1.090
60 H -1.04 -1.59 0.30  O52 0.960
61 C 2.33 -0.09 -3.78  C62 1.527, H65 1.090, H66 1.090, H67 1.090
62 C 3.61 -0.64 -4.40  C61 1.527, C63 1.504, O64 1.441, H68 1.090
63 C 4.38 0.41 -5.17  C62 1.504, H69 1.090, H70 1.090, H71 1.090
64 O 4.53 -1.15 -3.41  C62 1.441, H72 0.960
65 H 2.48 0.65 -3.00  C61 1.090
66 H 1.81 -0.93 -3.31  C61 1.090
67 H 1.68 0.32 -4.56  C61 1.090
68 H 3.38 -1.45 -5.09  C62 1.090
69 H 3.88 0.86 -6.02  C63 1.090
70 H 5.29 -0.09 -5.48  C63 1.090
71 H 4.76 1.16 -4.47  C63 1.090
72 H 4.83 -0.42 -2.87  O64 0.960
73 C 2.15 -5.29 -1.79  C74 1.542, H77 1.090, H78 1.090, H79 1.090
74 C 1.24 -5.14 -3.03  C73 1.542, C75 1.563, O76 1.411, H80 1.090
75 C 1.03 -3.65 -3.44  C74 1.563, H81 1.090, H82 1.090, H83 1.090
76 O 1.89 -5.93 -3.99  C74 1.411, H84 0.960
77 H 1.65 -4.80 -0.95  C73 1.090
78 H 3.09 -4.80 -2.03  C73 1.090
79 H 2.36 -6.29 -1.42  C73 1.090
80 H 0.26 -5.54 -2.75  C74 1.090
81 H 0.42 -3.52 -4.33  C75 1.090
82 H 2.02 -3.28 -3.71  C75 1.090
83 H 0.53 -3.00 -2.71  C75 1.090
84 H 2.72 -5.49 -4.21  O76 0.960
85 C -2.48 -2.59 -3.77  C86 1.546, H89 1.090, H90 1.090, H91 1.090
86 C -2.03 -1.12 -3.95  C85 1.546, C87 1.571, O88 1.412, H92 1.090
87 C -2.60 -0.55 -5.30  C86 1.571, H93 1.090, H94 1.090, H95 1.090
88 O -2.63 -0.43 -2.88  C86 1.412, H96 0.960
89 H -2.24 -3.18 -4.66  C85 1.090
90 H -3.55 -2.73 -3.62  C85 1.090
91 H -1.93 -3.02 -2.93  C85 1.090
92 H -0.96 -1.02 -3.81  C86 1.090
93 H -2.22 0.45 -5.50  C87 1.090
94 H -3.69 -0.53 -5.27  C87 1.090
95 H -2.26 -1.15 -6.14  C87 1.090
96 H -2.30 -0.83 -2.07  O88 0.960
97 C -1.62 -4.53 0.60  C98 1.585, H101 1.090, H102 1.090, H103 1.090
98 C -1.21 -3.94 2.01  C97 1.585, C99 1.508, O100 1.444, H104 1.090
99 C 0.03 -4.57 2.58  C98 1.508, H105 1.090, H106 1.090, H107 1.090
100 O -1.08 -2.50 1.90  C98 1.444, H108 0.960
101 H -1.63 -5.62 0.73  C97 1.090
102 H -0.98 -4.27 -0.24  C97 1.090
103 H -2.57 -4.02 0.49  C97 1.090
104 H -2.00 -4.16 2.73  C98 1.090
105 H 0.87 -4.42 1.89  C99 1.090
106 H -0.04 -5.65 2.71  C99 1.090
107 H 0.24 -4.15 3.56  C99 1.090
108 H -1.01 -2.20 2.81  O100 0.960
109 C -1.65 0.44 4.69  C110 1.557, H113 1.090, H114 1.090, H115 1.090
110 C -1.78 -0.95 5.39  C109 1.557, C111 1.547, O112 1.453, H116 1.090
111 C -3.26 -1.39 5.40  C110 1.547, H117 1.090, H118 1.090, H119 1.090
112 O -1.02 -1.94 4.65  C110 1.453, H120 0.960
113 H -1.74 0.30 3.61  C109 1.090
114 H -0.66 0.88 4.84  C109 1.090
115 H -2.40 1.14 5.04  C109 1.090
116 H -1.36 -0.92 6.39  C110 1.090
117 H -3.71 -0.65 6.06  C111 1.090
118 H -3.37 -2.37 5.85  C111 1.090
119 H -3.77 -1.35 4.43  C111 1.090
120 H -0.79 -2.68 5.22  O112 0.960
121 C -6.04 2.55 -4.21  C122 1.590, H125 1.090, H126 1.090, H127 1.090
122 C -4.90 1.84 -3.36  C121 1.590, C123 1.529, O124 1.385, H128 1.090
123 C -4.73 2.44 -1.96  C122 1.529, H129 1.090, H130 1.090, H131 1.090
124 O -5.33 0.54 -3.15  C122 1.385, H132 0.960
125 H -5.80 3.61 -4.31  C121 1.090
126 H -6.97 2.47 -3.64  C121 1.090
127 H -6.21 2.09 -5.18  C121 1.090
128 H -3.92 1.74 -3.83  C122 1.090
129 H -5.66 2.38 -1.41  C123 1.090
130 H -4.52 3.51 -1.95  C123 1.090
131 H -3.95 1.95 -1.38  C123 1.090
132 H -4.53 0.10 -2.88  O124 0.960
133 C 6.62 2.36 -0.71  C134 1.518, H137 1.090, H138 1.090, H139 1.090
134 C 5.64 1.25 -0.36  C133 1.518, C135 1.535, O136 1.425, H140 1.090
135 C 4.66 1.65 0.76  C134 1.535, H141 1.090, H142 1.090, H143 1.090
136 O 4.91 0.99 -1.56  C134 1.425, H144 0.960
137 H 7.21 1.99 -1.55  C133 1.090
138 H 7.22 2.67 0.14  C133 1.090
139 H 6.09 3.25 -1.03  C133 1.090
140 H 6.11 0.33 -0.02  C134 1.090
141 H 4.17 2.61 0.62  C135 1.090
142 H 5.17 1.74 1.72  C135 1.090
143 H 3.86 0.95 1.00  C135 1.090
144 H 4.24 1.66 -1.70  O136 0.960
145 C 2.07 -0.49 5.61  C146 1.508, H149 1.090, H150 1.090, H151 1.090
146 C 2.92 -1.60 5.04  C145 1.508, C147 1.514, O148 1.397, H152 1.090
147 C 2.42 -2.09 3.70  C146 1.514, H153 1.090, H154 1.090, H155 1.090
148 O 4.23 -1.14 4.87  C146 1.397, H156 0.960
149 H 1.06 -0.89 5.73  C145 1.090
150 H 2.04 0.35 4.92  C145 1.090
151 H 2.42 -0.16 6.59  C145 1.090
152 H 2.98 -2.42 5.77  C146 1.090
153 H 1.38 -2.35 3.88  C147 1.090
154 H 2.95 -2.96 3.31  C147 1.090
155 H 2.41 -1.30 2.96  C147 1.090
156 H 4.68 -1.82 4.37  O148 0.960
157 C -3.11 3.54 2.43  C158 1.553, H161 1.090, H162 1.090, H163 1.090
158 C -3.59 4.99 2.15  C157 1.553, C159 1.516, O160 1.424, H164 1.090
159 C -3.81 5.81 3.40  C158 1.516, H165 1.090, H166 1.090, H167 1.090
160 O -2.54 5.64 1.43  C158 1.424, H168 0.960
161 H -3.76 2.92 3.04  C157 1.090
162 H -2.22 3.64 3.05  C157 1.090
163 H -2.67 3.05 1.56  C157 1.090
164 H -4.51 4.91 1.58  C158 1.090
165 H -4.57 5.33 4.02  C159 1.090
166 H -4.08 6.85 3.23  C159 1.090
167 H -2.90 5.73 4.00  C159 1.090
168 H -2.84 6.45 1.02  O160 0.960

## Properties
Spin multiplicity: 2
Total charge: +1
HOMO-LUMO gap (spin up / spin down) (eV): 9.4 / 2.8
LUMO (spin up / spin down) (eV): -2.04 / -8.66

---

Record 2
A 13-piece molecular cluster, C42H113N3O13 overall at a distorted geometry. Source: OMol25; level of theory: ωB97M-V with the def2-TZVPD basis set.

Each atom is followed by the atoms it is bonded to, with distances in Å.
CARTESIAN COORDINATES (ANGSTROEM)
1 C -3.71 2.05 0.19  C2 1.535, H5 1.092, H6 1.076, H7 1.080
2 C -3.12 2.79 -1.02  C1 1.535, C3 1.500, O4 1.408, H8 1.085
3 C -4.02 2.84 -2.23  C2 1.500, H9 1.088, H10 1.127, H11 1.077
4 O -2.69 4.08 -0.65  C2 1.408, H12 0.996
5 H -3.17 2.22 1.13  C1 1.092
6 H -3.62 0.99 0.03  C1 1.076
7 H -4.74 2.34 0.31  C1 1.080
8 H -2.18 2.34 -1.32  C2 1.085
9 H -3.55 3.31 -3.08  C3 1.088
10 H -4.96 3.37 -1.92  C3 1.127
11 H -4.31 1.87 -2.61  C3 1.077
12 H -3.50 4.55 -0.32  O4 0.996
13 C 2.70 -2.99 2.16  C14 1.521, H17 1.100, H18 1.133, H19 1.090
14 C 3.66 -2.03 2.83  C13 1.521, C15 1.536, O16 1.408, H20 1.121
15 C 5.13 -2.26 2.46  C14 1.536, H21 1.063, H22 1.102, H23 1.085
16 O 3.26 -0.71 2.52  C14 1.408, H24 0.966
17 H 2.92 -4.05 2.38  C13 1.100
18 H 2.77 -2.86 1.04  C13 1.133
19 H 1.66 -2.79 2.43  C13 1.090
20 H 3.48 -2.14 3.93  C14 1.121
21 H 5.25 -1.98 1.45  C15 1.063
22 H 5.31 -3.34 2.55  C15 1.102
23 H 5.82 -1.67 3.06  C15 1.085
24 H 3.80 -0.09 3.02  O16 0.966
25 C 3.61 -2.25 -2.29  C26 1.565, H29 1.091, H30 1.085, H31 1.085
26 C 2.60 -3.44 -2.21  C25 1.565, C27 1.494, O28 1.419, H32 1.078
27 C 1.34 -3.15 -2.96  C26 1.494, H33 1.100, H34 1.094, H35 1.078
28 O 3.25 -4.60 -2.73  C26 1.419, H36 0.945
29 H 3.84 -2.04 -3.33  C25 1.091
30 H 4.54 -2.64 -1.88  C25 1.085
31 H 3.27 -1.39 -1.71  C25 1.085
32 H 2.28 -3.71 -1.22  C26 1.078
33 H 0.86 -2.26 -2.53  C27 1.100
34 H 0.61 -3.96 -2.90  C27 1.094
35 H 1.51 -2.83 -3.97  C27 1.078
36 H 3.70 -4.37 -3.52  O28 0.945
37 C -2.05 -5.55 -4.07  C38 1.550, H41 1.069, H42 1.055, H43 1.097
38 C -2.41 -4.17 -4.69  C37 1.550, C39 1.497, O40 1.419, H44 1.100
39 C -3.09 -4.28 -6.02  C38 1.497, H45 1.103, H46 1.073, H47 1.064
40 O -3.31 -3.54 -3.79  C38 1.419, H48 0.980
41 H -1.18 -5.97 -4.51  C37 1.069
42 H -2.85 -6.23 -4.15  C37 1.055
43 H -1.93 -5.37 -3.00  C37 1.097
44 H -1.53 -3.51 -4.78  C38 1.100
45 H -3.90 -5.03 -5.94  C39 1.103
46 H -2.34 -4.59 -6.72  C39 1.073
47 H -3.54 -3.36 -6.30  C39 1.064
48 H -3.47 -4.18 -3.07  O40 0.980
49 C 3.27 3.31 -1.47  C50 1.532, H53 1.094, H54 1.100, H55 1.078
50 C 3.69 2.52 -2.71  C49 1.532, C51 1.515, O52 1.440, H56 1.065
51 C 5.19 2.31 -2.86  C50 1.515, H57 1.145, H58 1.110, H59 1.089
52 O 2.84 1.36 -2.77  C50 1.440, H60 0.951
53 H 3.76 4.28 -1.46  C49 1.094
54 H 3.46 2.82 -0.50  C49 1.100
55 H 2.19 3.39 -1.50  C49 1.078
56 H 3.37 3.15 -3.51  C50 1.065
57 H 5.37 1.81 -3.87  C51 1.145
58 H 5.65 1.64 -2.10  C51 1.110
59 H 5.68 3.28 -2.89  C51 1.089
60 H 2.85 0.86 -1.96  O52 0.951
61 C -5.09 0.93 -5.06  C62 1.510, H65 1.114, H66 1.082, H67 1.103
62 C -4.91 -0.35 -4.28  C61 1.510, C63 1.522, O64 1.408, H68 1.098
63 C -6.19 -1.18 -4.22  C62 1.522, H69 1.093, H70 1.065, H71 1.105
64 O -3.94 -1.07 -5.01  C62 1.408, H72 0.938
65 H -5.88 1.54 -4.58  C61 1.114
66 H -5.33 0.68 -6.09  C61 1.082
67 H -4.11 1.43 -5.12  C61 1.103
68 H -4.50 -0.20 -3.28  C62 1.098
69 H -6.98 -0.54 -3.81  C63 1.093
70 H -6.05 -2.04 -3.61  C63 1.065
71 H -6.44 -1.50 -5.24  C63 1.105
72 H -3.70 -1.81 -4.49  O64 0.938
73 C -3.59 -0.16 5.11  C74 1.502, H77 1.098, H78 1.098, H79 1.113
74 C -2.98 -1.47 4.70  C73 1.502, C75 1.491, O76 1.455, H80 1.076
75 C -2.46 -1.42 3.31  C74 1.491, H81 1.092, H82 1.121, H83 1.096
76 O -1.99 -1.90 5.67  C74 1.455, H84 0.958
77 H -3.81 -0.01 6.18  C73 1.098
78 H -4.53 0.08 4.60  C73 1.098
79 H -2.81 0.60 4.90  C73 1.113
80 H -3.79 -2.17 4.82  C74 1.076
81 H -2.08 -2.37 2.92  C75 1.092
82 H -1.65 -0.65 3.30  C75 1.121
83 H -3.29 -0.99 2.74  C75 1.096
84 H -1.10 -1.67 5.38  O76 0.958
85 C -2.13 -3.84 0.33  C86 1.497, H89 1.093, H90 1.127, H91 1.069
86 C -2.93 -5.04 -0.09  C85 1.497, C87 1.527, O88 1.476, H92 1.117
87 C -3.63 -5.73 1.08  C86 1.527, H93 1.112, H94 1.132, H95 1.108
88 O -3.91 -4.69 -1.14  C86 1.476, H96 0.958
89 H -1.52 -3.46 -0.49  C85 1.093
90 H -1.38 -4.08 1.14  C85 1.127
91 H -2.74 -3.07 0.75  C85 1.069
92 H -2.21 -5.73 -0.59  C86 1.117
93 H -4.44 -6.43 0.78  C87 1.112
94 H -4.05 -5.00 1.84  C87 1.132
95 H -2.92 -6.33 1.68  C87 1.108
96 H -4.29 -3.89 -0.78  O88 0.958
97 C -0.01 -0.03 -5.37  C98 1.529, H101 1.095, H102 1.080, H103 1.086
98 C 0.23 1.48 -5.32  C97 1.529, C99 1.521, O100 1.401, H104 1.075
99 C -0.28 2.19 -4.07  C98 1.521, H105 1.108, H106 1.110, H107 1.090
100 O 1.57 1.80 -5.55  C98 1.401, H108 0.937
101 H -1.07 -0.25 -5.20  C97 1.095
102 H 0.60 -0.38 -4.56  C97 1.080
103 H 0.37 -0.49 -6.27  C97 1.086
104 H -0.28 1.87 -6.18  C98 1.075
105 H 0.12 3.23 -4.15  C99 1.108
106 H 0.30 1.82 -3.20  C99 1.110
107 H -1.37 2.17 -3.99  C99 1.090
108 H 2.00 1.42 -4.81  O100 0.937
109 C 7.11 2.24 2.72  C110 1.542, H113 1.115, H114 1.094, H115 1.100
110 C 5.63 2.33 3.13  C109 1.542, C111 1.457, O112 1.514, H116 1.107
111 C 4.68 2.43 2.03  C110 1.457, H117 1.078, H118 1.108, H119 1.110
112 O 5.09 1.20 3.98  C110 1.514, H120 0.965
113 H 7.20 1.32 2.09  C109 1.115
114 H 7.76 2.18 3.60  C109 1.094
115 H 7.42 3.10 2.10  C109 1.100
116 H 5.52 3.24 3.75  C110 1.107
117 H 3.64 2.42 2.34  C111 1.078
118 H 4.87 1.60 1.32  C111 1.108
119 H 4.88 3.40 1.53  C111 1.110
120 H 5.42 1.21 4.88  O112 0.965
121 C 1.52 4.42 1.66  C122 1.535, H127 1.096, H128 1.097, H129 1.098
122 C 0.41 3.39 1.89  C121 1.535, C123 1.511, N126 1.459, H130 1.101
123 C -0.76 3.98 2.63  C122 1.511, O124 1.401, H131 1.117, H132 1.101
124 O -1.71 2.98 2.91  C123 1.401, C125 1.340
125 C -2.66 3.41 3.75  O124 1.340, H133 1.092, H134 1.095, H135 1.141
126 N 0.01 2.79 0.62  C122 1.459, H136 1.013, H137 0.984
127 H 1.96 4.79 2.60  C121 1.096
128 H 1.16 5.29 1.10  C121 1.097
129 H 2.37 3.95 1.15  C121 1.098
130 H 0.75 2.60 2.58  C122 1.101
131 H -1.30 4.74 2.01  C123 1.117
132 H -0.45 4.35 3.62  C123 1.101
133 H -2.29 3.81 4.70  C125 1.092
134 H -3.42 2.62 3.82  C125 1.095
135 H -3.16 4.36 3.36  C125 1.141
136 H -0.24 3.55 0.00  N126 1.013
137 H -0.80 2.27 0.80  N126 0.984
138 C 0.18 -0.53 1.18  C139 1.524, H144 1.051, H145 1.071, H146 1.122
139 C 0.93 -0.55 -0.15  C138 1.524, C140 1.519, N143 1.470, H147 1.106
140 C 0.03 -0.12 -1.30  C139 1.519, O141 1.406, H148 1.113, H149 1.099
141 O -1.07 -1.00 -1.33  C140 1.406, C142 1.392
142 C -2.01 -0.59 -2.28  O141 1.392, H150 1.082, H151 1.075, H152 1.084
143 N 2.09 0.35 -0.19  C139 1.470, H153 1.020, H154 0.997
144 H -0.14 0.45 1.38  C138 1.051
145 H 0.74 -1.01 1.96  C138 1.071
146 H -0.80 -1.07 1.16  C138 1.122
147 H 1.32 -1.58 -0.28  C139 1.106
148 H 0.56 -0.09 -2.27  C140 1.113
149 H -0.35 0.90 -1.17  C140 1.099
150 H -2.58 0.25 -1.91  C142 1.082
151 H -2.67 -1.42 -2.48  C142 1.075
152 H -1.60 -0.35 -3.25  C142 1.084
153 H 2.69 -0.01 0.55  N143 1.020
154 H 1.68 1.24 0.01  N143 0.997
155 C -0.40 1.34 6.01  C156 1.521, H161 1.104, H162 1.105, H163 1.079
156 C 0.65 0.85 5.02  C155 1.521, C157 1.533, N160 1.453, H164 1.105
157 C 1.88 1.72 5.25  C156 1.533, O158 1.400, H165 1.090, H166 1.148
158 O 1.61 3.03 4.82  C157 1.400, C159 1.410
159 C 2.65 3.96 5.02  O158 1.410, H167 1.072, H168 1.085, H169 1.093
160 N 0.85 -0.59 5.10  C156 1.453, H170 1.035, H171 1.029
161 H -1.33 0.75 6.06  C155 1.104
162 H -0.62 2.41 5.84  C155 1.105
163 H -0.02 1.30 7.02  C155 1.079
164 H 0.34 0.97 3.96  C156 1.105
165 H 2.78 1.28 4.81  C157 1.090
166 H 2.11 1.76 6.37  C157 1.148
167 H 2.19 4.91 4.83  C159 1.072
168 H 3.47 3.86 4.31  C159 1.085
169 H 2.99 3.85 6.05  C159 1.093
170 H 1.47 -0.91 4.33  N160 1.035
171 H 1.54 -0.77 5.84  N160 1.029

## Properties
Total charge: 0
HOMO-LUMO gap (eV): 9.3
LUMO (eV): 0.16

---

Energy above the lowest of the compared OMol25 structures with the same formula, charge and spin (kcal per mole)
2.4 15.8